Entry 1:
A structure of composition C23H42Cl3N2O4SiYb in a non-equilibrium geometry, computed with ωB97M-V/def2-TZVPD.

```
76
Properties=species:S:1:pos:R:3:forces:R:3:lowdin_charge:R:1
C -1.837960 -2.055451 -4.073680 0.0257 0.1173 -0.1116 -0.0390
C -1.258884 -2.828351 -2.929608 0.5333 -0.4628 0.9223 -0.2284
H -2.063912 -2.700294 -4.931537 0.0121 0.2549 0.1802 0.0678
H -1.116549 -1.283034 -4.384860 -0.3046 -0.0856 0.0226 0.0722
H -2.764072 -1.543807 -3.755788 0.3796 -0.1533 -0.1507 0.0929
C -0.800876 -4.086112 -3.007197 -0.4615 0.4882 0.1354 -0.1229
C -0.796304 -4.907769 -4.251129 0.1763 -0.3507 -0.3015 -0.1100
H -0.438513 -4.597871 -2.107917 -0.1080 0.3251 -0.2432 0.1038
H -0.686263 -4.300381 -5.154284 -0.0313 -0.1315 0.1076 0.0651
H -1.703912 -5.517023 -4.357925 0.1131 0.0861 0.0246 0.0793
H 0.048080 -5.601013 -4.207203 -0.0626 -0.0435 -0.1762 0.0649
Yb 0.306197 0.867429 -0.551616 -0.5774 -1.8161 -1.2358 1.4351
Cl -2.396024 0.995817 -0.463130 1.1077 0.0742 0.2599 -0.0579
Cl 1.244211 3.895047 -1.590404 0.6744 -0.4908 1.9588 0.2531
H 0.525772 5.345031 3.241293 0.0043 -0.1049 -0.1422 0.0960
H -1.803269 6.068649 2.051394 0.1323 -0.1562 -0.1363 0.0938
C 0.808730 5.002410 2.238888 0.0090 0.1481 0.0491 -0.0235
C -1.335984 5.653489 1.148781 -0.2367 -0.1203 -0.0005 -0.0291
N -0.378235 4.607881 1.492057 0.2454 -0.4503 0.0105 -0.1645
H 1.478453 4.145696 2.311726 -0.0616 0.1886 -0.0117 0.0875
C -0.491592 3.362248 1.032594 -0.2853 0.8865 -0.1627 -0.3830
O 0.381097 2.476022 1.179093 -0.3767 -0.3972 -0.2091 -0.1868
H -2.114132 5.227617 0.506118 0.1784 0.1348 0.1176 0.0930
H -1.425326 3.141070 0.482491 0.2619 0.1762 0.1929 0.0595
H 1.311970 5.831287 1.730123 -0.0394 -0.1897 -0.0195 0.0986
H -0.837217 6.474863 0.615235 -0.0327 -0.3370 0.0662 0.1004
H 1.699151 -1.360212 -3.537849 0.1917 0.1361 0.2248 0.0809
H 2.219658 -3.706629 -1.927460 0.1745 0.2721 -0.0137 0.0901
C 2.707383 -1.116958 -3.174094 -0.3201 0.0755 -0.3185 -0.0474
C 3.158535 -3.137875 -1.842407 -0.0121 -0.2895 0.2182 -0.0377
N 2.916748 -1.706843 -1.863446 0.4014 0.7777 1.0973 -0.1628
H 2.831177 -0.032287 -3.125767 -0.0557 -0.2679 0.0210 0.0695
C 2.875363 -0.977733 -0.732818 -0.0876 -1.1164 -1.3104 -0.2994
O 2.581840 0.235691 -0.691645 -0.6531 -0.0206 0.2057 -0.1420
H 3.658034 -3.412310 -0.904365 -0.1202 -0.0107 -0.2518 0.0960
H 3.118145 -1.565798 0.177701 -0.0954 0.3950 -0.3204 0.1511
H 3.438769 -1.549983 -3.863219 0.0003 0.1389 0.1183 0.0930
H 3.796161 -3.404890 -2.692780 -0.0273 0.0644 0.2740 0.0936
O -0.055217 -1.169392 -1.725023 2.0206 2.2469 1.1229 -0.3899
C -1.092452 -2.020532 -1.622550 -1.4444 -0.6592 0.6708 -0.4692
C 0.206267 -3.287792 0.189057 -0.0427 -0.0670 -0.0672 -0.0759
C -1.021658 -2.957472 -0.376602 -0.0597 0.4044 -0.8251 -0.1788
H 1.103278 -2.787882 -0.195877 -0.4901 -0.2729 0.1875 0.0757
C 0.280120 -4.249350 1.196479 -0.0871 0.1685 0.0027 -0.1001
H -2.003867 -1.404501 -1.485999 -0.2393 -0.5259 -0.0450 0.0664
C -2.193235 -3.534371 0.113469 0.2419 -0.2339 0.1593 -0.0318
H 1.268275 -4.508703 1.590445 -0.4114 -0.0816 0.0315 0.0983
C -0.889723 -4.861798 1.664339 0.1705 0.0132 -0.1545 -0.1049
C -2.131753 -4.501074 1.120513 0.2271 0.1237 0.0945 -0.0843
H -3.142286 -3.230814 -0.331800 0.1721 -0.1776 0.1387 0.1224
H -0.813158 -5.635637 2.430943 -0.1398 0.2415 -0.1929 0.0947
H -3.044341 -4.980384 1.482476 0.2790 0.1628 -0.0902 0.0993
Si 0.129814 3.386095 -3.399782 -1.6281 1.7117 -3.5190 -0.2336
Cl 0.296962 1.261396 -3.214328 0.0709 0.0916 -0.0083 0.4037
C 1.591560 4.136655 -4.421436 0.9011 -0.3576 0.6740 -0.2845
C -1.512134 3.919817 -2.538881 -0.0203 0.0525 0.5523 -0.2705
C -0.813316 3.460476 -5.120117 -0.2667 -1.1087 0.1088 -0.2930
H 2.555626 3.952028 -3.931667 -0.0166 0.2296 -0.0959 -0.0099
H 1.466076 5.225342 -4.510012 -0.0485 -0.2017 0.0530 0.0314
H 1.652355 3.708367 -5.432123 -0.2080 0.1933 0.3190 0.0194
H -0.268215 2.883623 -5.873756 -0.1563 0.1188 -0.1831 0.0040
H -0.874501 4.507668 -5.452277 0.0516 -0.1788 0.1453 0.0319
H -1.826483 3.059291 -5.045655 -0.0918 0.0038 -0.2527 0.0041
H -1.793488 3.166397 -1.781820 0.0714 0.3242 -0.1488 -0.0681
H -2.355903 3.976384 -3.244964 0.4458 -0.0328 0.2510 0.0229
H -1.422557 4.893578 -2.036537 0.0486 -0.1727 -0.0078 0.0063
C 0.990773 -1.069915 3.541277 0.2373 -0.3326 -0.0535 0.0091
C 0.130636 -0.451281 2.478617 0.3480 -0.1173 -0.6843 -0.4090
C -1.123926 0.209350 2.942724 -0.4756 0.0570 -0.3794 -0.0148
O 0.488234 -0.507024 1.286513 -0.4142 0.5334 1.5000 -0.0934
H 0.466748 -1.164672 4.500158 0.1706 0.0507 -0.3229 0.0889
H 1.887510 -0.447667 3.680163 -0.2259 -0.1006 -0.0713 0.1052
H 1.326026 -2.057770 3.193680 -0.0837 0.2496 0.1006 0.0902
H -0.881417 1.178197 3.405849 0.0938 -0.2805 -0.0405 0.1049
H -1.804847 0.392123 2.102251 0.1475 -0.0247 0.1558 0.0302
H -1.613732 -0.417881 3.702083 0.1804 0.2040 -0.2164 0.1000
```
Positions in Å, forces in eV/Å.

Output
**2S+1**: 2
**Calculated total energy**: -4141.0344 Ha
**F_max**: 4.24 eV/Å
**Relative energy (zero: lowest compared OMol25 entry of this formula, charge and spin)**: 215.3 kJ/mol
**Total charge**: 0
**Lowest unoccupied orbital energy (alpha / beta)**: -0.003 / -0.018 hartree
**HOMO level (alpha / beta)**: -7.28 / -7.28 eV

Entry 2:
A structure of composition C23H42Cl3N4O3PdSi in a non-equilibrium geometry, computed with ωB97M-V/def2-TZVPD.

```
77
Properties=species:S:1:pos:R:3:forces:R:3:lowdin_charge:R:1
C 2.488123 3.879337 -3.246576 0.0245 0.2673 -0.1827 -0.0649
C 2.415665 3.426188 -1.833306 -0.0872 -0.2836 1.3768 -0.2307
H 2.576946 4.965182 -3.293030 0.0139 0.0315 -0.2283 0.0588
H 1.594880 3.548266 -3.784829 0.1057 0.0006 0.1139 0.0736
H 3.367331 3.435839 -3.730315 -0.0673 0.0402 -0.0515 0.0849
C 2.841579 4.181255 -0.802334 0.0254 -0.3449 -0.1419 -0.1331
C 3.471363 5.538512 -0.932909 0.1677 0.5514 -0.1750 -0.1366
H 2.784843 3.843728 0.241215 0.0272 -0.1509 -0.7020 0.0882
H 2.747100 6.279447 -1.315897 0.3112 -0.0954 0.0647 0.0670
H 4.351481 5.547930 -1.603171 -0.3736 -0.0025 0.1674 0.0708
H 3.820054 5.895234 0.047217 -0.1130 -0.0441 -0.2477 0.0573
Pd -0.574926 -1.187752 1.701285 -1.1852 -0.6920 -0.2921 0.6671
Cl 3.097374 -4.371499 2.191250 1.1732 -0.1671 -0.4590 0.1363
Cl -3.167711 -1.477753 -3.581599 -0.8758 -0.8585 -0.1881 0.2267
H -4.101886 -5.996516 0.938665 -0.0691 0.1860 0.0959 0.0829
H -2.383436 -6.965500 -0.337837 0.1113 0.1494 -0.0499 0.0827
C -3.869943 -4.956452 0.685084 -0.1167 -0.1586 -0.2326 -0.0470
C -2.198220 -5.995285 -0.814267 0.0843 0.1654 -0.1438 -0.0524
N -2.546243 -4.923106 0.100973 -0.1104 -0.3031 -0.0017 -0.1995
H -3.877218 -4.313107 1.566906 -0.1153 -0.1564 -0.1745 0.0848
C -1.782706 -3.840722 0.301098 -0.4880 0.9781 0.7178 -0.3391
O -2.179057 -2.891579 1.016625 0.7774 -1.2684 -1.1712 -0.1106
H -1.144051 -5.925192 -1.101708 -0.1856 0.0283 0.1402 0.0928
H -0.792821 -3.884847 -0.190933 -0.3040 0.3280 0.2716 0.0568
H -4.607793 -4.599771 -0.047072 0.0126 -0.0087 0.2474 0.1000
H -2.799834 -5.945107 -1.732566 0.0589 0.0209 0.1694 0.0927
H -1.501821 2.953782 -0.906651 -0.1886 0.0018 0.2496 0.0821
H -0.524241 4.456762 1.751690 -0.1020 -0.1097 -0.0955 0.0874
C -2.290971 3.062270 -0.147767 0.1250 0.7259 0.1025 -0.0306
C -1.449220 3.948960 2.053541 0.2499 -0.2243 0.0191 -0.0580
N -1.768257 2.820716 1.194751 -0.2071 -0.2006 0.2459 -0.1736
H -3.097574 2.364676 -0.351910 0.0779 -0.1092 -0.0553 0.0842
C -1.539533 1.567507 1.608410 -0.5517 -0.6298 -0.7491 -0.3222
O -1.819199 0.548601 0.931225 0.3797 1.3091 1.0314 -0.1035
H -1.305618 3.569558 3.068923 -0.0574 0.1940 -0.0653 0.0854
H -1.110258 1.484073 2.619182 -0.0926 0.0383 -0.1890 0.1048
H -2.694435 4.091972 -0.167682 0.1986 -0.4458 -0.0170 0.0918
H -2.256334 4.687269 2.040832 -0.0011 -0.1920 0.0470 0.0840
O 0.650306 1.814635 -2.319289 0.3500 1.0321 0.4627 -0.2698
C 1.849529 1.988476 -1.697511 0.4193 -0.3257 -1.1074 -0.4493
C 1.311872 2.157525 0.753401 0.0879 -0.3026 0.0907 -0.0788
C 1.970962 1.463331 -0.270491 0.0574 1.1873 -0.2824 -0.1666
H 0.747747 3.068994 0.496192 0.0215 -0.8104 0.0950 0.1078
C 1.522266 1.784082 2.077880 0.1007 0.5641 -0.1174 -0.1394
H 2.552282 1.396240 -2.326367 0.7238 -0.0694 0.4350 0.1236
C 2.888553 0.473366 0.035354 -0.1210 -0.2551 -0.1058 -0.0805
H 1.000554 2.314103 2.882007 0.2767 -0.1480 -0.1548 0.0909
C 2.449712 0.795254 2.383660 0.4335 -0.5161 0.0170 -0.1484
C 3.113007 0.107473 1.360010 0.1294 0.1365 0.3494 -0.1237
H 3.418266 0.005255 -0.806567 -0.2286 0.0391 0.5260 0.1147
H 2.665285 0.551376 3.429705 -0.2039 0.0055 -0.4239 0.0893
H 3.801225 -0.715492 1.599283 -0.2887 0.4532 -0.0774 0.0974
Si -1.569232 -0.140115 -3.791176 -0.1094 0.2129 1.0080 0.1436
Cl 0.887397 -2.186234 0.306206 0.9951 -0.6368 -1.0058 0.0370
C -1.710339 0.792806 -2.190396 -0.1668 -0.4530 -0.3177 -0.2658
C -0.122489 -1.302889 -3.928374 0.1961 0.0476 -0.2439 -0.2219
C -2.001066 0.739010 -5.398744 0.0695 0.1710 -0.3473 -0.2244
H -2.073913 0.116934 -1.398980 -0.1183 0.2474 -0.4301 0.0143
H -2.399552 1.639499 -2.331168 0.0901 -0.3229 0.0602 0.0191
H -0.677064 1.164467 -1.902074 -0.7692 -0.0759 -0.3007 -0.0126
H -2.454750 1.722990 -5.229211 0.1742 -0.1253 0.0894 0.0217
H -2.714107 0.170678 -6.015393 0.2459 -0.0262 0.3230 0.0112
H -1.099154 0.878483 -6.002480 -0.0205 0.1357 0.0306 0.0186
H -0.069838 -1.943641 -3.035863 -0.0040 0.2425 -0.2054 0.0187
H 0.805027 -0.725096 -4.004210 -0.0508 -0.1045 0.0764 0.0277
H -0.232966 -1.935027 -4.821438 0.0620 0.0748 0.1959 0.0202
C 0.693227 -2.860968 5.556956 0.2345 0.2881 0.2207 -0.0335
N 0.615946 -2.983222 4.106014 0.2470 -1.8601 0.5612 -0.1860
C 0.752993 -4.289204 3.542960 -1.3671 1.0455 1.6271 -0.1130
C 0.316112 -1.907625 3.404891 -1.0122 2.9583 -0.7669 -0.4350
N 0.204460 -0.685441 3.454933 0.6065 -1.0623 1.7114 0.0304
H 1.451754 -3.561432 5.909020 -0.0325 0.1163 0.1259 0.0873
H -0.268877 -3.093224 6.042725 0.2227 0.0258 -0.2671 0.0969
H 0.979884 -1.839085 5.822401 -0.0172 -0.2188 -0.0715 0.0916
H -0.127790 -4.588006 2.977145 0.2842 -0.0196 -0.4982 0.1015
H 1.724204 -4.234894 2.822742 -0.1862 -0.2529 -0.1893 -0.2525
H 0.975132 -4.976259 4.369733 0.0360 0.0310 -0.5399 0.0962
```
Positions in Å, forces in eV/Å.

Output
**2S+1**: 3
**Calculated total energy**: -3144.2361 Ha
**F_max**: 3.22 eV/Å
**Relative energy (zero: lowest compared OMol25 entry of this formula, charge and spin)**: 378.8 kJ/mol
**Total charge**: -1
**Lowest unoccupied orbital energy (alpha / beta)**: 0.086 / -0.007 hartree
**HOMO level (alpha / beta)**: -3.69 / -3.69 eV